[1]
The following is a quantum chemistry calculation of a 4-piece molecular cluster, C27H44BrF5O10 overall, from the Open Molecules 2025 dataset.

```
! RIJCOSX wB97M-V def2-TZVPD def2/J DEFGRID3
* xyz 0 1
C -2.6572 -0.9863 0.3733
C -1.5821 -2.0187 1.0666
C -0.1012 -2.0450 0.3640
Br 0.0348 -3.8968 -0.4817
O 0.0365 -1.2012 -0.8697
C 1.4611 -1.5039 -1.2325
O 1.9479 -1.6027 -2.4976
O 2.2051 -1.6728 0.0600
C 1.2058 -1.4567 1.1589
C 1.3647 0.1595 1.4085
C -0.0470 0.9803 1.5503
O -0.8537 0.6393 2.7323
C 1.6476 -2.0770 2.6096
F 3.1341 -1.8381 2.7342
F 1.0255 -1.4320 3.7883
C 1.4377 -3.6944 2.7719
C -0.0142 -4.4493 3.0239
C -0.1675 -6.1022 3.2038
C 1.1508 -7.0898 3.1640
C 2.6321 -6.3631 2.9378
C 3.9877 -7.2897 2.9326
F 3.7428 -8.4022 3.9252
F 4.4066 -7.7795 1.5994
F 5.0637 -6.4456 3.5744
C 2.7640 -4.7109 2.7302
H -3.7488 -1.3930 0.6043
H -2.5612 -0.8947 -0.7916
H -2.6162 0.0885 0.8836
H -1.5821 -1.8185 2.2207
H -2.0425 -3.1110 0.9254
H 2.0229 0.4400 2.3553
H 1.9409 0.6429 0.4833
H 0.2502 2.1297 1.6755
H -0.6262 0.9206 0.5257
H -0.2578 0.7859 3.5422
H -1.0113 -3.8381 3.1044
H -1.2585 -6.5356 3.3950
H 1.0766 -8.2710 3.2907
H 3.8694 -4.3207 2.5531
C 4.4520 -2.2514 -6.7028
O 3.3855 -1.5128 -7.2881
C 2.5469 -2.3319 -8.1091
C 1.2334 -2.6675 -7.3985
O 1.4521 -3.5462 -6.2908
C 1.3924 -2.8642 -5.0431
H 4.9543 -1.6099 -5.9738
H 4.0879 -3.1445 -6.1876
H 5.1742 -2.5358 -7.4741
H 3.0700 -3.2444 -8.4193
H 2.3210 -1.7513 -9.0091
H 0.5802 -3.1983 -8.0994
H 0.7133 -1.7552 -7.0803
H 0.3587 -2.5736 -4.8283
H 2.0360 -1.9804 -5.0352
H 1.7322 -3.5490 -4.2608
C -2.4665 3.8663 6.1338
O -3.3563 4.7608 5.4752
C -2.7057 5.5087 4.4430
C -3.0577 4.9623 3.0572
O -2.4803 3.6703 2.8464
C -3.4390 2.6259 2.9704
H -3.0535 3.2224 6.7943
H -1.9292 3.2352 5.4206
H -1.7530 4.4317 6.7409
H -1.6198 5.5260 4.5942
H -3.0723 6.5373 4.5186
H -2.6310 5.6272 2.2984
H -4.1444 4.9367 2.9081
H -4.1239 2.6477 2.1162
H -4.0050 2.7064 3.9024
H -2.9077 1.6698 2.9675
C -1.8952 3.4729 -0.7822
O -0.6066 3.8668 -1.2403
C -0.6136 4.2361 -2.6229
C -0.5660 5.7569 -2.7904
O -1.7840 6.3660 -2.3516
C -1.6472 6.9860 -1.0780
H -1.8526 3.3564 0.3041
H -2.6543 4.2225 -1.0220
H -2.1694 2.5110 -1.2261
H -1.4824 3.8111 -3.1395
H 0.2877 3.8051 -3.0700
H -0.4612 5.9901 -3.8555
H 0.2984 6.1841 -2.2667
H -1.0297 7.8859 -1.1680
H -1.2078 6.3059 -0.3433
H -2.6419 7.2787 -0.7298
*
```

Properties
- HOMO (eV) = -8.92
- orbital gap (eV) = 7.91
- lowest unoccupied orbital energy (eV) = -1.009
- SMILES = CC[C@@]1(Br)OC(=O)O[C@]1(CCO)C(F)(F)c1cccc(C(F)(F)F)c1.COCCOC.COCCOC.COCCOC

Mulliken population analysis, charges in e, atoms 1 to 5: -0.72, -0.47, -0.02, -0.04, -0.34

[2]
The following is a quantum chemistry calculation of C23H44Cl3CuN4O3SSi as an isolated structure, from the Open Molecules 2025 dataset.

```
! RIJCOSX wB97M-V def2-TZVPD def2/J DEFGRID3
* xyz -1 2
C -2.0087 -2.4008 -4.3303
C -1.1261 -2.6015 -3.1134
H -2.4071 -3.3777 -4.6613
H -1.4687 -2.0078 -5.2034
H -2.8726 -1.7751 -4.0730
C -0.5631 -3.8567 -2.8332
C -0.6015 -4.9444 -3.8375
H -0.2256 -4.0738 -1.8211
H -0.1207 -4.6913 -4.7959
H -1.6576 -5.2045 -4.0533
H -0.1142 -5.8365 -3.4240
Cu -0.1305 2.1104 0.8833
Cl -2.2810 1.4727 1.0838
Cl 1.9027 2.9096 0.4584
H 1.3926 5.9281 3.6983
H -0.8748 7.1615 3.5764
C 1.1003 5.4291 2.7643
C -1.0050 6.6879 2.5875
N -0.3454 5.3970 2.5996
H 1.4405 4.3945 2.7566
C -0.9894 4.2529 2.4958
O -0.3533 3.1458 2.5140
H -2.0789 6.5613 2.3817
H -2.0878 4.2707 2.3897
H 1.5509 5.9588 1.9180
H -0.5461 7.3035 1.7965
H 2.5757 -1.5202 -3.4577
H 2.0002 -3.6399 -2.3629
C 3.1603 -1.1471 -2.6081
C 2.9247 -3.4747 -1.7864
N 3.0131 -2.0495 -1.4696
H 2.7808 -0.1677 -2.2875
C 3.5910 -1.6520 -0.2728
O 4.1375 -0.5765 -0.0911
H 2.8689 -4.0854 -0.8717
H 3.4626 -2.4252 0.5234
H 4.2165 -1.0605 -2.9214
H 3.8044 -3.7789 -2.3843
O -0.3588 -1.3792 -2.7157
C -1.4095 -1.7322 -1.8437
C 0.1628 -2.4590 0.0151
C -1.1393 -2.2555 -0.4791
H 1.0263 -2.0957 -0.5266
C 0.3797 -3.2278 1.1580
H -2.2236 -1.0197 -1.8992
C -2.2029 -2.5603 0.3980
H 1.4087 -3.4572 1.4595
C -0.6968 -3.6777 1.9492
C -1.9931 -3.2679 1.5798
H -3.2178 -2.2769 0.0726
H -0.4866 -4.2966 2.8298
H -2.8358 -3.5628 2.2195
Si -0.3044 2.1907 -2.5478
Cl -0.0086 0.7314 -0.8236
C 1.3416 3.0014 -2.9140
C -1.4826 3.4107 -1.6853
C -1.0281 1.6137 -4.1595
H 1.9989 3.0547 -2.0316
H 1.1734 4.0266 -3.2729
H 1.8539 2.4522 -3.7147
H -0.2553 1.0854 -4.7262
H -1.3101 2.5285 -4.7005
H -1.9038 0.9813 -4.0143
H -2.4061 2.9075 -1.3525
H -1.7633 4.2203 -2.3853
H -1.0482 3.8868 -0.7919
C -0.7469 1.1509 5.0181
N -0.6392 0.5232 3.7058
C 0.3548 -0.3642 3.4566
S 1.2407 -0.3080 2.0174
N 0.6383 -1.2689 4.4332
C -0.4043 -1.9747 5.2013
H -0.3946 0.4423 5.7812
H -1.8035 1.4147 5.1819
H -0.1523 2.0813 5.0545
H -0.8994 1.1166 2.9058
H 1.4437 -1.8420 4.1795
H -0.6616 -2.9293 4.7242
H -0.0202 -2.1649 6.2133
H -1.2909 -1.3356 5.2625
*
```

Properties
- HOMO (alpha / beta) (eV) = -2.55 / -2.55
- orbital gap (alpha / beta) (eV) = 5.11 / 4.93
- lowest unoccupied orbital energy (alpha / beta) (eV) = 2.558 / 2.385

Mulliken population analysis, charges in e, atoms 1 to 5: -1.53, 1.76, 0.39, 0.25, 0.36